ORCA calculation (wB97M-V/def2-TZVPD) on C32H48O16 as an isolated structure at a distorted geometry.

Values from the calculation:
HOMO level: -8.6355 eV
Energy: -2450.8867 a.u.
LUMO: -0.4 eV
Charge: 0
HOMO-LUMO gap: 8.284 eV

Positions of all 96 atoms, in Å:
1 O 0.5057 4.1865 -0.0790
2 C 0.9017 3.3474 -0.8703
3 O 0.0795 2.6247 -1.6710
4 C 0.8363 1.6862 -2.4092
5 C 2.1504 1.5701 -1.7176
6 C 2.3383 2.9397 -1.1567
7 H 0.9377 1.8573 -3.4809
8 H 0.3261 0.7429 -2.2142
9 H 2.9374 1.4619 -2.4639
10 H 2.3986 0.7927 -0.9951
11 H 2.8080 3.7064 -1.7729
12 H 3.0212 2.9749 -0.3079
13 O -0.4214 2.4805 2.7414
14 C -1.2908 2.4836 1.9151
15 O -2.4224 1.6756 2.0179
16 C -3.2730 1.7431 0.8793
17 C -2.7132 2.8955 0.0734
18 C -1.3026 3.1413 0.5448
19 H -4.3537 1.8121 1.0040
20 H -3.1916 0.8699 0.2319
21 H -3.2498 3.8348 0.2072
22 H -2.7321 2.6494 -0.9883
23 H -1.0821 4.2029 0.6566
24 H -0.6205 2.5584 -0.0742
25 O -3.0789 1.7846 -1.5282
26 C -3.1016 0.6887 -2.0875
27 O -1.9669 -0.0405 -2.1374
28 C -2.1096 -1.3115 -2.7380
29 C -3.5311 -1.2212 -3.3059
30 C -4.2710 -0.0309 -2.7290
31 H -2.1226 -1.9641 -1.8650
32 H -1.3871 -1.6480 -3.4816
33 H -4.1088 -2.1454 -3.2881
34 H -3.4304 -1.1422 -4.3884
35 H -4.9180 -0.4278 -1.9468
36 H -4.8128 0.5221 -3.4963
37 O 3.5218 -3.0195 3.5076
38 C 3.1188 -3.0191 2.4072
39 O 3.8230 -3.8031 1.4829
40 C 3.4816 -3.3661 0.1836
41 C 2.0427 -2.9010 0.3564
42 C 1.9921 -2.2536 1.7280
43 H 3.3752 -4.1848 -0.5281
44 H 4.1703 -2.6050 -0.1833
45 H 1.2741 -3.6737 0.3721
46 H 1.7162 -2.1106 -0.3195
47 H 1.0734 -2.5166 2.2524
48 H 2.1295 -1.1735 1.7793
49 O -3.4434 -3.1493 4.7743
50 C -2.7834 -2.5123 3.9456
51 O -2.3479 -3.1867 2.9150
52 C -1.8226 -2.2771 1.9458
53 C -2.2725 -0.8246 2.3692
54 C -2.2603 -1.0588 3.8975
55 H -2.2203 -2.5424 0.9662
56 H -0.7406 -2.3788 2.0298
57 H -3.2498 -0.5847 1.9504
58 H -1.6127 -0.0026 2.0913
59 H -2.9363 -0.4476 4.4955
60 H -1.2590 -1.0018 4.3245
61 O 3.2428 -0.6715 -1.1623
62 C 2.4167 -1.0803 -1.9583
63 O 1.6443 -0.1971 -2.6044
64 C 0.7786 -0.8907 -3.5886
65 C 0.7760 -2.3401 -3.1070
66 C 2.1153 -2.4651 -2.3530
67 H 1.2801 -0.8356 -4.5548
68 H -0.2622 -0.5780 -3.6725
69 H 0.6520 -3.0402 -3.9332
70 H -0.0649 -2.5456 -2.4445
71 H 2.9870 -2.7257 -2.9533
72 H 2.0341 -3.0717 -1.4510
73 O 4.6489 2.3967 1.4315
74 C 3.4958 2.2936 1.7895
75 O 2.5365 2.8066 0.9785
76 C 1.2557 2.6881 1.5617
77 C 1.4398 1.5831 2.5923
78 C 2.9331 1.5775 2.9760
79 H 0.5564 2.3952 0.7785
80 H 0.8359 3.5683 2.0486
81 H 1.1605 0.5784 2.2748
82 H 0.8068 1.7560 3.4627
83 H 3.4150 0.5998 2.9850
84 H 3.3163 2.2876 3.7088
85 O -1.7182 -2.1602 -0.2269
86 C -0.9326 -1.2273 -0.1501
87 O 0.4463 -1.4227 -0.1312
88 C 1.1196 -0.2055 0.1064
89 C 0.0152 0.7674 0.5220
90 C -1.2814 0.2281 -0.0671
91 H 1.5866 0.1006 -0.8297
92 H 1.8137 -0.4463 0.9116
93 H 0.0857 1.7240 0.0043
94 H 0.0327 0.8516 1.6086
95 H -1.5853 0.6647 -1.0184
96 H -2.1015 0.3282 0.6439

=====

ORCA calculation (wB97M-V/def2-TZVPD) on a 7-piece molecular cluster, C16H36BCl12OP overall at a distorted geometry.

Values from the calculation:
HOMO level: -7.5912 eV
Energy: -6594.9691 a.u.
LUMO: 0.3 eV
Charge: 0
SMILES: CCCBP(C)O.ClCCCl.ClCCCl.ClCCCl.ClCCCl.ClCCCl.ClCCCl
HOMO-LUMO gap: 7.941 eV

Positions of all 67 atoms, in Å:
1 C -2.8196 -0.9509 0.4917
2 C -3.3994 -2.3823 0.4110
3 C -3.2993 -3.0384 -0.9911
4 B -2.2210 -4.1724 -1.1376
5 P -0.5502 -3.9157 -0.2725
6 C 0.1672 -2.5730 -1.3155
7 O 0.3621 -5.2881 -0.5556
8 H -1.9397 -0.9557 1.1359
9 H -2.5654 -0.5707 -0.4972
10 H -3.5664 -0.2954 0.9383
11 H -4.4549 -2.3380 0.6795
12 H -2.9179 -3.0028 1.1655
13 H -3.0057 -2.2806 -1.7326
14 H -4.2852 -3.3951 -1.2915
15 H -2.4499 -5.1602 -1.7752
16 H 1.1737 -2.7662 -1.6726
17 H -0.4831 -2.3839 -2.1701
18 H 0.1539 -1.6560 -0.7286
19 H -0.0073 -5.9849 -0.0054
20 Cl -7.2600 2.9432 0.1509
21 C -5.5597 2.5092 -0.1744
22 C -5.4280 1.4994 -1.2824
23 Cl -6.0533 -0.1067 -0.8142
24 H -5.1292 2.1429 0.7544
25 H -5.0475 3.4258 -0.4648
26 H -4.3766 1.3685 -1.5311
27 H -5.9546 1.8149 -2.1788
28 Cl 1.9698 -2.7570 0.7078
29 C 2.8486 -3.2349 2.1804
30 C 3.7531 -2.1464 2.6911
31 Cl 5.1450 -1.8487 1.6042
32 H 3.4030 -4.1425 1.9542
33 H 2.0988 -3.4619 2.9376
34 H 4.1751 -2.4257 3.6550
35 H 3.2218 -1.2055 2.8052
36 Cl 10.3309 -3.0695 1.2418
37 C 8.8558 -3.3750 2.1967
38 C 9.0655 -3.1258 3.6673
39 Cl 10.1544 -4.3254 4.4122
40 H 8.5435 -4.3987 2.0079
41 H 8.0876 -2.7004 1.8244
42 H 8.1097 -3.1980 4.1847
43 H 9.4880 -2.1399 3.8437
44 Cl 4.8483 -1.4803 5.9162
45 C 5.3761 0.1060 5.2883
46 C 4.3877 1.1985 5.6032
47 Cl 2.8602 1.0100 4.7023
48 H 5.5305 0.0026 4.2159
49 H 6.3310 0.3313 5.7597
50 H 4.8097 2.1602 5.3173
51 H 4.1457 1.2207 6.6624
52 Cl -5.7074 2.0137 -4.6399
53 C -4.5944 3.2765 -5.2378
54 C -3.1480 2.8973 -5.0681
55 Cl -2.6536 2.8688 -3.3482
56 H -4.8255 4.1926 -4.7001
57 H -4.8092 3.4151 -6.2960
58 H -2.5228 3.6402 -5.5583
59 H -2.9331 1.9187 -5.4892
60 Cl -4.9752 6.1370 -3.1554
61 C -3.2866 6.7069 -3.0910
62 C -2.9171 7.5148 -4.3074
63 Cl -2.8529 6.5166 -5.7868
64 H -2.6485 5.8327 -2.9808
65 H -3.1921 7.3257 -2.2004
66 H -1.9269 7.9458 -4.1719
67 H -3.6292 8.3164 -4.4840

=====

ORCA calculation (wB97M-V/def2-TZVPD) on C5H8O2 as an isolated structure.

Values from the calculation:
HOMO level: -8.6019 eV
Energy: -345.6434 a.u.
LUMO: 0.9 eV
Charge: 0
HOMO-LUMO gap: 9.479 eV

Positions of all 15 atoms, in Å:
1 C -1.2857 0.5676 0.4628
2 O -0.6898 1.2905 -0.6402
3 C 0.3878 0.5330 -1.0952
4 C 0.0330 -0.9126 -0.7889
5 C -0.3121 -0.5926 0.6766
6 C 0.9520 -0.0508 1.3193
7 O 1.5570 0.7743 -0.2923
8 H -2.2937 0.2458 0.1726
9 H -1.3388 1.2310 1.3302
10 H 0.6277 0.8073 -2.1232
11 H 0.8852 -1.5858 -0.9073
12 H -0.8228 -1.2657 -1.3734
13 H -0.7182 -1.4296 1.2553
14 H 1.3049 1.2289 0.6200
15 H 1.7135 -0.8412 1.3837

=====

ORCA calculation (wB97M-V/def2-TZVPD) on C11H22IrN2O4 as an isolated structure.

Values from the calculation:
HOMO level: -19.2124 eV
Energy: -945.9245 a.u.
LUMO: -12.5 eV
Charge: +3
HOMO-LUMO gap: 6.723 eV

Positions of all 40 atoms, in Å:
1 Ir 0.1768 0.2401 0.5942
2 C -1.7553 1.6802 2.2251
3 C -0.3821 2.1979 2.6097
4 O 0.5118 1.0379 2.4147
5 C 1.9634 1.0183 2.6886
6 C 2.3922 -0.4030 2.3750
7 O 1.8812 -0.8344 1.0363
8 C 1.5585 -2.2877 1.0096
9 C 0.1853 -2.5327 0.3875
10 O -0.7224 -1.4730 0.8993
11 C -2.0680 -1.3771 0.2815
12 C -2.7132 -0.0857 0.7876
13 O -1.7164 1.0150 0.8839
14 H -2.4811 2.4901 2.1646
15 H -2.0786 0.9377 2.9531
16 H -0.3727 2.4726 3.6645
17 H -0.0274 3.0289 1.9984
18 H 2.1208 1.2228 3.7478
19 H 2.4525 1.7804 2.0802
20 H 1.9801 -1.0797 3.1217
21 H 3.4780 -0.4882 2.3503
22 H 1.5892 -2.6499 2.0345
23 H 2.3275 -2.7922 0.4260
24 H -0.2033 -3.4933 0.7287
25 H 0.1769 -2.4780 -0.6977
26 H -2.6472 -2.2348 0.6264
27 H -1.9384 -1.4100 -0.7968
28 H -3.1424 -0.2271 1.7766
29 H -3.4954 0.2330 0.1002
30 C -0.8439 1.2568 -4.4056
31 N 0.2499 0.5172 -3.7293
32 C 1.4396 0.1510 -4.5386
33 C 0.1736 0.2115 -2.4959
34 N 0.0747 -0.1422 -1.3808
35 H -0.4264 2.1611 -4.8430
36 H -1.6146 1.5163 -3.6853
37 H -1.2599 0.6232 -5.1864
38 H 1.8822 1.0622 -4.9353
39 H 1.1143 -0.4919 -5.3540
40 H 2.1602 -0.3732 -3.9173